{"formula": "C5H10", "method": "the ωB97M-V functional and the def2-TZVPD basis", "symbols": ["C", "C", "C", "C", "C", "H", "H", "H", "H", "H", "H", "H", "H", "H", "H"], "positions_angstrom": [[1.5496, -0.2242, 0.4449], [0.8852, -0.8087, 1.4378], [-2.1632, 0.3477, 0.1488], [-1.5115, 1.2944, -0.5158], [1.3409, -0.5159, -1.0124], [2.3129, 0.5173, 0.6847], [2.2096, -1.0380, -1.4328], [0.1178, -1.5553, 1.2393], [1.0808, -0.5700, 2.4798], [-3.0283, -0.1602, -0.2699], [-1.8473, 0.0403, 1.1427], [-0.6417, 1.7866, -0.0866], [-1.8122, 1.6095, -1.5118], [1.2110, 0.4091, -1.5871], [0.4523, -1.1350, -1.1691]], "forces_ev_per_a": [[-0.049, -0.087, 0.150], [0.090, 0.051, -0.113], [0.063, 0.137, -0.071], [-0.101, -0.112, 0.086], [-0.034, -0.030, -0.037], [-0.097, -0.111, -0.011], [-0.106, 0.095, 0.059], [0.123, 0.115, 0.007], [0.008, -0.016, -0.161], [0.103, 0.103, 0.028], [-0.048, 0.058, -0.157], [-0.135, -0.087, -0.050], [0.006, -0.053, 0.135], [0.024, -0.127, 0.095], [0.152, 0.065, 0.039]], "lowdin_charge": [-0.256, -0.035, -0.081, -0.088, -0.129, 0.093, 0.072, 0.056, 0.052, 0.047, 0.038, 0.048, 0.049, 0.066, 0.069], "energy_ha": -196.4432, "smiles": "C=CC.C=C", "de_lowest_ev": 1.7738}

{"formula": "C9H12INOReS5Sb", "method": "the ωB97M-V functional and the def2-TZVPD basis", "symbols": ["Re", "S", "Sb", "S", "S", "S", "I", "C", "C", "C", "C", "C", "N", "H", "H", "H", "H", "O", "S", "C", "C", "C", "C", "H", "H", "H", "H", "H", "H", "H", "H"], "positions_angstrom": [[0.4988, 0.2163, -0.4280], [4.9742, 3.4191, 1.2194], [5.3546, 5.0902, 2.7750], [1.5964, 0.9342, 1.2148], [-0.1206, 1.8189, -1.6528], [4.2317, 3.1982, 3.3423], [0.6957, -2.6530, -0.5423], [1.8854, -1.8493, -2.0880], [2.5227, -2.5449, -3.0763], [3.4635, -1.8919, -3.8658], [3.6901, -0.5795, -3.5832], [2.9550, 0.1089, -2.6063], [2.0037, -0.4984, -1.8714], [2.2759, -3.5791, -3.2209], [4.0044, -2.3869, -4.6707], [4.4079, 0.0131, -4.1389], [3.1434, 1.2090, -2.4690], [-1.2122, -0.3116, 0.2791], [-2.4819, 0.7654, 0.6627], [-3.9851, -0.2999, 0.5415], [-4.1688, -0.8798, 1.9768], [-3.8110, 0.2043, 2.9664], [-2.4915, 0.9265, 2.4608], [-3.9307, -0.9217, -0.3379], [-4.7382, 0.4582, 0.3631], [-3.4296, -1.7050, 2.0862], [-5.1712, -1.3255, 2.1358], [-3.6542, -0.2160, 3.9425], [-4.5514, 1.0104, 3.1251], [-1.6909, 0.3039, 2.6960], [-2.2661, 1.9658, 2.7638]], "forces_ev_per_a": [[0.509, 0.866, -0.032], [-0.247, -0.161, 0.693], [0.562, 0.907, 0.062], [-0.990, -0.570, -1.815], [0.698, -1.269, 1.154], [-0.012, -0.464, -0.549], [-0.027, 0.285, -0.460], [-0.131, 0.691, 0.336], [-0.506, -0.457, 0.441], [-0.099, -0.358, -0.218], [0.083, 1.809, 0.475], [0.357, 1.339, -0.493], [-0.027, -0.956, 0.347], [0.103, -0.422, -0.025], [-0.177, -0.078, 0.184], [0.047, -0.132, 0.014], [-0.422, -1.296, -0.024], [-0.373, 0.963, 0.545], [-0.217, -0.451, -1.002], [0.241, 0.495, 1.530], [0.690, -0.906, -0.808], [-0.038, 1.807, -0.225], [-1.482, -0.086, -0.173], [0.191, -0.404, -0.131], [-0.332, 0.440, -0.212], [-0.544, 0.302, 0.030], [0.474, 0.448, -0.236], [0.374, -0.164, 0.467], [-0.048, -0.610, -0.405], [1.762, -1.065, 0.786], [-0.419, -0.500, -0.252]], "lowdin_charge": [0.647, -0.018, 1.019, 0.392, 0.494, 0.007, 1.318, -0.659, -0.031, 0.052, 0.018, -0.068, -0.224, 0.138, 0.164, 0.148, 0.155, -0.845, 1.131, -0.222, -0.184, -0.169, -0.255, 0.113, 0.117, 0.134, 0.159, 0.131, 0.144, 0.067, 0.128], "energy_ha": -3085.6801, "charge": 4, "de_lowest_ev": 0.0000}

{"formula": "C9H16BF5O3", "method": "the ωB97M-V functional and the def2-TZVPD basis", "symbols": ["C", "C", "C", "F", "B", "C", "F", "F", "C", "F", "F", "H", "H", "H", "H", "H", "H", "H", "H", "C", "C", "O", "C", "O", "O", "C", "H", "H", "H", "H", "H", "H", "H", "H"], "positions_angstrom": [[1.8079, 1.1421, -1.8592], [0.4934, 0.4401, -2.4879], [-0.7226, 1.4167, -2.1495], [-1.0185, 1.2504, -0.7628], [-1.9836, 1.2789, -3.1336], [-3.5464, 1.2669, -2.6971], [-4.3470, 1.0047, -3.8272], [-3.8546, 2.5850, -2.2749], [-3.9127, 0.2615, -1.5223], [-3.9007, 0.9901, -0.3270], [-5.2249, -0.2168, -1.6867], [2.2836, 1.8594, -2.6050], [2.5506, 0.3823, -1.4805], [1.4692, 1.7983, -0.9967], [0.4010, -0.5788, -2.0117], [0.6771, 0.3441, -3.6056], [-0.3139, 2.4751, -2.3021], [-1.7569, 1.2206, -4.3017], [-3.2159, -0.6199, -1.4484], [-0.3001, 0.1198, 2.7279], [0.6898, -0.1227, 1.6051], [2.0041, -0.3877, 2.1153], [2.1866, -1.6091, 2.6313], [1.3626, -2.4843, 2.6979], [3.4439, -1.6803, 3.0925], [3.7396, -2.9017, 3.7681], [0.0565, 0.9143, 3.3876], [-1.2756, 0.4004, 2.3269], [-0.4278, -0.7718, 3.3444], [0.7695, 0.7778, 0.9955], [0.3635, -0.9309, 0.9457], [3.5082, -3.7660, 3.1441], [3.1879, -2.9501, 4.7087], [4.8063, -2.9085, 3.9891]], "forces_ev_per_a": [[-0.582, 0.269, 0.004], [1.311, 1.059, 0.361], [0.312, -0.577, -0.686], [0.106, 0.270, -0.978], [0.419, 0.156, 0.652], [-0.495, 0.483, -0.127], [0.878, 0.198, 1.653], [0.295, -1.611, -0.633], [-1.393, 0.543, 0.565], [0.163, -1.274, -1.614], [1.923, 0.610, 0.184], [-0.490, -1.118, 0.840], [-0.705, 0.942, -0.513], [0.552, -0.957, -0.823], [-0.371, 1.122, -0.625], [-0.595, -0.011, 1.380], [-0.581, -1.113, 0.238], [-0.016, 0.096, 0.118], [-0.723, 0.919, 0.016], [0.020, -0.179, 0.279], [-0.594, 0.241, -0.063], [0.250, -0.304, -0.053], [0.009, 0.349, 0.147], [0.149, 0.027, -0.105], [-0.202, 0.008, -0.181], [0.201, -0.317, 0.203], [-0.036, 0.071, -0.155], [0.081, 0.038, -0.042], [-0.016, -0.005, -0.146], [0.279, -0.117, 0.103], [0.112, -0.073, 0.172], [-0.125, 0.109, 0.080], [-0.058, -0.093, -0.135], [-0.079, 0.241, -0.115]], "lowdin_charge": [-0.112, -0.176, -0.261, -0.061, 0.108, -0.324, 0.038, 0.053, -0.209, 0.040, 0.034, 0.082, 0.077, 0.066, 0.114, 0.115, 0.160, 0.098, 0.176, -0.056, -0.220, 0.035, -0.599, 0.123, 0.002, -0.047, 0.085, 0.079, 0.075, 0.097, 0.123, 0.096, 0.099, 0.093], "energy_ha": -1102.3842, "smiles": "CC[C@H](F)BC(F)(F)C(F)F.CCOC(=O)OC"}

{"formula": "C20H30CoN6O2P", "method": "the ωB97M-V functional and the def2-TZVPD basis", "symbols": ["Co", "C", "C", "N", "N", "C", "O", "C", "C", "C", "C", "C", "C", "C", "C", "C", "C", "C", "N", "H", "H", "H", "H", "H", "H", "H", "H", "H", "H", "H", "H", "C", "N", "C", "P", "O", "N", "C", "C", "N", "C", "C", "H", "H", "H", "H", "H", "H", "H", "H", "H", "H", "H", "H", "H", "H", "H", "H", "H", "H"], "positions_angstrom": [[0.1286, -0.1956, -0.0604], [-0.9722, -2.0600, -3.6205], [-0.2345, -1.5183, -2.4488], [-0.8644, -0.8682, -1.4333], [-2.1714, -0.6867, -1.4063], [-2.4814, -0.0106, -0.3148], [-1.4660, 0.3197, 0.4424], [-3.8406, 0.3573, -0.0062], [-4.8702, 0.0413, -0.8976], [-6.1642, 0.4222, -0.6118], [-6.4478, 1.1083, 0.5610], [-5.4260, 1.4337, 1.4412], [-4.1274, 1.0596, 1.1669], [1.1421, -1.5765, -2.2251], [2.0839, -2.1828, -3.0876], [3.4107, -2.1580, -2.7735], [3.8047, -1.5481, -1.5649], [2.8567, -0.9868, -0.7451], [1.5477, -0.9546, -1.0373], [-2.0343, -1.8644, -3.4984], [-0.8149, -3.1337, -3.7316], [-0.6186, -1.5853, -4.5359], [-4.6292, -0.4924, -1.8022], [-6.9572, 0.2011, -1.3085], [-7.4634, 1.3891, 0.7934], [-5.6402, 1.9944, 2.3374], [-3.3209, 1.3001, 1.8422], [1.7268, -2.6678, -3.9798], [4.1487, -2.6070, -3.4177], [4.8417, -1.5336, -1.2772], [3.1447, -0.5307, 0.1931], [1.7726, 4.3642, 2.0867], [1.2566, 3.0182, 2.2397], [0.2741, 2.8895, 3.2988], [2.0102, 1.6943, 1.5510], [1.0544, 0.5394, 1.4444], [2.4850, 2.2419, 0.0582], [1.4384, 2.7406, -0.8068], [3.8112, 2.2869, -0.5060], [3.4054, 1.1537, 2.2953], [4.3548, 2.1224, 2.8121], [3.4413, -0.1162, 3.0027], [2.1783, 4.7418, 3.0306], [0.9712, 5.0364, 1.7667], [2.5535, 4.3781, 1.3311], [0.6572, 3.3008, 4.2386], [0.0183, 1.8415, 3.4362], [-0.6329, 3.4430, 3.0386], [0.4878, 2.7475, -0.2718], [1.3350, 2.1089, -1.6964], [1.6641, 3.7560, -1.1406], [4.5189, 1.8083, 0.1620], [4.1221, 3.3213, -0.6733], [3.8240, 1.7586, -1.4632], [4.3268, 3.0205, 2.2004], [5.3591, 1.6925, 2.7688], [4.1421, 2.3868, 3.8533], [2.5987, -0.7303, 2.6927], [3.3978, 0.0171, 4.0874], [4.3752, -0.6337, 2.7621]], "forces_ev_per_a": [[1.240, -0.804, -1.144], [0.083, 0.053, 0.087], [0.770, -0.820, -1.135], [-1.005, 0.712, 1.120], [0.144, -0.859, -1.438], [1.855, 0.450, 1.043], [-3.415, 1.235, 1.393], [-0.512, 0.206, 0.183], [0.235, 0.031, 0.096], [-0.141, 0.041, 0.015], [0.078, -0.014, -0.009], [-0.042, 0.060, 0.071], [0.189, -0.118, -0.190], [-0.435, 0.267, 0.249], [0.099, -0.043, -0.031], [-0.173, 0.109, 0.243], [0.035, -0.120, -0.182], [-0.106, 0.121, 0.109], [1.058, -0.468, -0.392], [0.032, -0.039, -0.081], [0.001, -0.031, 0.048], [-0.041, 0.033, -0.092], [-0.045, -0.051, -0.119], [-0.084, -0.092, -0.054], [-0.095, 0.062, -0.029], [-0.063, -0.001, 0.122], [0.049, 0.041, 0.066], [-0.036, -0.039, -0.175], [0.038, -0.068, -0.103], [0.120, 0.036, 0.102], [-0.034, 0.014, -0.006], [0.032, 0.151, -0.106], [0.574, -0.873, -0.356], [-0.164, -0.171, 0.142], [0.605, 0.632, -0.320], [0.040, 0.059, 0.615], [-0.242, -0.163, 0.856], [-0.198, 0.094, -0.171], [0.151, -0.109, -0.004], [-0.864, 0.340, -0.176], [0.065, 0.089, 0.004], [-0.043, -0.349, -0.091], [0.027, -0.018, -0.051], [0.025, -0.008, 0.023], [0.040, 0.117, -0.021], [0.009, -0.099, -0.024], [-0.091, 0.012, 0.053], [0.029, -0.056, -0.018], [-0.040, 0.094, -0.087], [0.031, -0.010, -0.016], [-0.083, 0.061, -0.006], [0.090, -0.051, -0.006], [0.055, 0.033, -0.050], [0.059, 0.020, -0.016], [0.150, 0.145, 0.057], [-0.027, 0.112, -0.035], [-0.009, 0.034, -0.037], [0.085, -0.054, 0.052], [-0.039, 0.075, -0.020], [-0.066, -0.010, 0.046]], "lowdin_charge": [0.669, -0.004, -0.202, -0.067, 0.153, -0.342, -0.082, -0.154, -0.015, -0.063, -0.060, -0.064, -0.011, -0.191, 0.005, -0.042, -0.038, -0.111, 0.020, 0.073, 0.098, 0.098, 0.109, 0.109, 0.110, 0.108, 0.113, 0.118, 0.116, 0.110, 0.092, -0.103, -0.301, -0.085, 0.604, -0.315, -0.313, -0.100, -0.097, -0.310, -0.101, -0.097, 0.092, 0.096, 0.069, 0.089, 0.081, 0.092, 0.082, 0.088, 0.096, 0.073, 0.093, 0.088, 0.070, 0.097, 0.095, 0.073, 0.092, 0.092], "multiplicity": 4, "energy_ha": -2983.0767, "charge": 1}

{"formula": "C7H12N3O2", "method": "the ωB97M-V functional and the def2-TZVPD basis", "symbols": ["C", "C", "C", "C", "C", "C", "C", "N", "N", "N", "O", "O", "H", "H", "H", "H", "H", "H", "H", "H", "H", "H", "H", "H"], "positions_angstrom": [[-2.3685, -1.6668, -0.0366], [-2.2085, -0.3839, 0.0514], [-0.0423, -1.6104, 0.0915], [1.2334, -2.3412, 0.2178], [1.9964, 2.6872, -0.3663], [1.5748, 1.2737, -0.5737], [0.5551, 0.8675, 0.4283], [-1.1928, -2.3895, 0.0419], [-0.2962, -0.3061, 0.1335], [-2.9852, 0.8257, 0.0887], [-4.0920, 0.6634, -0.2758], [-2.3837, 1.7584, 0.5354], [-3.3707, -2.1611, -0.0436], [1.7846, -2.0550, -0.6669], [1.7153, -2.0240, 1.1346], [0.8572, -3.2638, 0.1570], [1.8988, 3.1745, -1.2615], [3.0142, 2.8617, -0.0248], [1.2834, 3.1210, 0.3535], [1.0814, 1.1773, -1.5172], [2.5152, 0.6484, -0.5772], [-0.0686, 1.8234, 0.4665], [0.8727, 0.7274, 1.4651], [-1.3739, -3.4079, 0.1782]], "forces_ev_per_a": [[-1.134, -1.429, 0.431], [5.033, 1.706, -0.073], [-1.841, 1.604, 0.961], [0.067, 4.141, -0.440], [-0.202, 0.223, 2.289], [2.151, -2.086, -0.270], [-1.506, 1.179, 1.189], [-1.012, -0.013, -0.268], [-4.297, -2.105, -0.492], [2.546, -1.862, 0.577], [-2.353, 0.627, -0.567], [-0.442, 1.506, 0.098], [1.133, 0.369, -0.168], [0.695, -0.275, -0.064], [0.330, -0.382, 0.089], [0.021, -4.160, 0.144], [-0.225, 1.574, -2.139], [-0.071, -0.310, 0.231], [0.557, 0.457, -0.220], [-0.068, -0.167, -0.879], [-1.159, 0.137, -0.115], [-0.054, -1.905, 0.121], [0.419, 0.011, -0.133], [1.415, 1.157, -0.302]], "lowdin_charge": [-0.019, 0.110, -0.256, 0.068, -0.082, -0.261, -0.171, 0.110, 0.163, -0.400, 0.184, 0.137, 0.182, 0.116, 0.121, 0.045, 0.054, 0.094, 0.089, 0.112, 0.133, 0.126, 0.146, 0.200], "energy_ha": -588.2216, "charge": 1, "de_lowest_ev": 5.6209}

{"formula": "C3H3LiO3Yb", "method": "the ωB97M-V functional and the def2-TZVPD basis", "symbols": ["C", "C", "O", "O", "H", "H", "O", "C", "Li", "Yb", "H"], "positions_angstrom": [[-1.6205, -0.1023, 0.0027], [-0.2329, -0.5752, -0.0105], [0.7303, 0.5833, 0.1475], [-1.9486, 1.1188, -0.2839], [0.0258, -1.0658, -0.9566], [-0.0232, -1.2479, 0.8330], [2.4340, -0.8498, 0.0175], [2.0067, 0.3449, 0.1401], [-3.3501, 2.1826, -0.2188], [4.5916, 0.3531, 0.1790], [-2.6132, -0.7418, 0.1502]], "forces_ev_per_a": [[-3.584, 3.642, -1.415], [1.884, 0.593, 0.919], [-3.198, -0.376, -0.282], [1.413, -3.891, 1.128], [-0.321, -0.221, 0.126], [-0.317, -0.195, -0.434], [-0.565, 1.285, 0.057], [2.922, -1.271, -0.022], [-0.022, 0.262, -0.061], [-0.884, -0.226, -0.033], [2.670, 0.399, 0.018]], "lowdin_charge": [-0.092, -0.098, -0.089, -0.148, 0.152, 0.144, -0.297, -0.528, 0.867, 0.912, 0.177], "multiplicity": 2, "energy_ha": -1507.7315, "charge": 1, "de_lowest_ev": 0.0000}